Entry A
Computed, not measured: a gas-phase ion, CH2NO2 (charge -1), with the ωB97M-V functional and the def2-TZVPD basis.

The SMILES is NC(=O)[O-]. Its gap between HOMO and LUMO is 8.299 eV. The HOMO energy comes out at -3.472 eV. Its spin multiplicity is 1. Its total charge is -1.

Geometry as XYZ:
```
6
CH2NO2 (the ωB97M-V functional and the def2-TZVPD basis)
N -0.19 -0.15 0.70
C 0.26 -0.01 -0.70
O 1.13 0.81 -0.74
O -0.29 -0.66 -1.54
H -0.08 0.78 1.08
H -0.83 -0.77 1.20
```

=====

Entry B
Computed, not measured: 2 unconnected molecules or ions with the total composition CH2NO2, with the ωB97M-V functional and the def2-TZVPD basis.

Its gap between HOMO and LUMO (spin up / spin down) is 5.170 / 5.749 eV. The HOMO energy (spin up / spin down) comes out at -0.575 / -1.235 eV. Its spin multiplicity is 1. Its total charge is -1.

Geometry as XYZ:
```
6
CH2NO2 (the ωB97M-V functional and the def2-TZVPD basis)
C 0.32 0.09 -0.54
N -2.85 -0.45 -1.64
O -2.07 -0.35 -0.70
O 1.16 0.65 -1.29
H -0.08 0.80 0.20
H 0.59 -0.95 -0.26
```

=====

Stability order, top to bottom: entry A, entry B

=====

Entry A
Computed, not measured: 2 unconnected molecules or ions with the total composition H5NO3Si, with the ωB97M-V functional and the def2-TZVPD basis.

Its gap between HOMO and LUMO is 8.363 eV. The HOMO energy comes out at -8.362 eV. Its spin multiplicity is 1.

Geometry as XYZ:
```
10
H5NO3Si (the ωB97M-V functional and the def2-TZVPD basis)
N 1.73 0.26 -0.25
O -1.50 0.74 1.29
O -1.49 -1.49 -0.14
O -1.41 0.90 -1.37
Si -1.02 0.04 -0.07
H 1.93 0.46 0.73
H 1.95 -0.72 -0.37
H -1.36 0.35 2.15
H -1.31 -2.01 -0.92
H -0.98 1.74 -1.51
```

=====

Entry B
Computed, not measured: 2 unconnected molecules or ions with the total composition H5NO3Si, with the ωB97M-V functional and the def2-TZVPD basis.

Its gap between HOMO and LUMO (spin up / spin down) is 8.126 / 8.129 eV. The HOMO energy (spin up / spin down) comes out at -8.439 / -8.442 eV. Its spin multiplicity is 1.

Geometry as XYZ:
```
10
H5NO3Si (the ωB97M-V functional and the def2-TZVPD basis)
N 2.14 -0.18 0.14
O -1.38 0.53 -1.23
O -1.23 0.81 1.36
O -1.11 -1.69 0.25
Si -0.81 -0.10 0.12
H 2.11 -0.10 -0.89
H 2.14 0.80 0.48
H -0.71 1.04 -1.76
H -0.59 1.30 1.79
H -0.56 -2.39 -0.27
```

=====

Stability order, top to bottom: entry A, entry B

=====

Entry A
Computed, not measured: 2 unconnected molecules or ions with the total composition C17H19NO, with the ωB97M-V functional and the def2-TZVPD basis.

The SMILES is CCc1c[nH]c2ccccc12.Cc1ccc(O)cc1. Its gap between HOMO and LUMO is 8.132 eV. The HOMO energy comes out at -7.558 eV. Its spin multiplicity is 1.

Geometry as XYZ:
```
38
C17H19NO (the ωB97M-V functional and the def2-TZVPD basis)
C -3.83 1.99 -1.05
C -4.00 1.30 0.34
C -2.69 0.91 0.85
C -1.90 1.22 1.98
N -1.09 0.23 2.36
C -1.39 -0.87 1.43
C -0.63 -2.04 1.08
C -1.00 -2.71 -0.12
C -2.19 -2.48 -0.85
C -2.80 -1.30 -0.61
C -2.32 -0.47 0.43
H -2.85 2.08 -1.37
H -4.19 3.12 -1.05
H -4.52 1.55 -1.90
H -4.56 2.11 0.93
H -4.71 0.43 0.27
H -2.27 1.97 2.59
H -0.50 0.14 3.22
H 0.18 -2.21 1.69
H -0.54 -3.70 -0.14
H -2.58 -3.33 -1.38
H -3.73 -1.12 -1.10
C 3.63 -0.72 -2.72
C 3.43 -0.06 -1.46
C 4.33 -0.45 -0.36
C 4.06 -0.16 0.89
C 3.14 0.85 1.23
O 2.84 1.28 2.47
C 2.42 1.42 0.23
C 2.70 1.07 -1.12
H 4.03 -1.76 -2.54
H 4.08 -0.07 -3.41
H 2.74 -0.84 -3.33
H 4.94 -1.27 -0.74
H 4.60 -0.51 1.79
H 3.24 0.69 3.04
H 1.60 2.10 0.43
H 2.32 1.61 -2.01
```

=====

Entry B
Computed, not measured: 2 unconnected molecules or ions with the total composition C17H19NO, with the ωB97M-V functional and the def2-TZVPD basis.

The SMILES is Cc1c[nH]c2ccccc12.CCc1ccc(O)cc1. Its gap between HOMO and LUMO is 8.642 eV. The HOMO energy comes out at -7.913 eV. Its spin multiplicity is 1.

Geometry as XYZ:
```
38
C17H19NO (the ωB97M-V functional and the def2-TZVPD basis)
C -2.74 0.51 -1.00
C -2.33 -0.84 -0.44
C -2.70 -1.20 0.81
N -2.52 -2.56 1.00
C -2.03 -3.10 -0.16
C -1.77 -4.42 -0.51
C -1.30 -4.64 -1.79
C -1.05 -3.62 -2.70
C -1.37 -2.32 -2.34
C -1.94 -2.05 -1.10
H -2.77 1.20 -0.16
H -3.70 0.38 -1.49
H -2.09 0.89 -1.79
H -3.00 -0.55 1.62
H -2.42 -2.85 1.96
H -1.97 -5.24 0.17
H -1.22 -5.68 -2.09
H -0.61 -3.77 -3.68
H -1.16 -1.50 -3.01
C 4.33 0.25 2.01
C 4.25 1.75 1.76
C 2.93 2.26 1.23
C 2.02 1.51 0.51
C 0.88 2.08 -0.06
C 0.64 3.41 0.14
O -0.50 4.04 -0.28
C 1.58 4.23 0.79
C 2.69 3.64 1.32
H 3.34 -0.22 1.95
H 4.80 -0.01 2.96
H 4.86 -0.33 1.24
H 4.45 2.22 2.73
H 5.05 2.09 1.12
H 2.28 0.47 0.32
H 0.10 1.47 -0.52
H -0.97 3.59 -0.98
H 1.26 5.26 0.83
H 3.43 4.26 1.81
```

=====

Stability order, top to bottom: entry B, entry A

=====

Entry A
Computed, not measured: 2 unconnected molecules or ions with the total composition C17H19NO, with the ωB97M-V functional and the def2-TZVPD basis.

The SMILES is Cc1c[nH]c2ccccc12.CCc1ccc(O)cc1. Its gap between HOMO and LUMO is 8.723 eV. The HOMO energy comes out at -7.971 eV. Its spin multiplicity is 1.

Geometry as XYZ:
```
38
C17H19NO (the ωB97M-V functional and the def2-TZVPD basis)
C -3.15 -2.84 -0.93
C -2.65 -2.25 0.31
C -2.18 -2.84 1.47
N -1.57 -1.87 2.37
C -1.59 -0.66 1.66
C -1.05 0.62 1.94
C -1.33 1.64 1.07
C -2.11 1.45 -0.08
C -2.51 0.23 -0.51
C -2.35 -0.84 0.43
H -2.50 -3.52 -1.52
H -3.25 -1.98 -1.64
H -4.11 -3.27 -0.85
H -2.09 -3.89 1.93
H -1.67 -1.82 3.39
H -0.52 0.73 2.83
H -1.03 2.67 1.31
H -2.28 2.29 -0.73
H -2.82 0.13 -1.51
C 1.14 3.35 -2.39
C 1.06 3.05 -0.88
C 1.71 1.74 -0.48
C 1.02 0.61 -0.12
C 1.67 -0.71 -0.12
C 2.98 -0.82 -0.50
O 3.60 -1.98 -0.63
C 3.73 0.35 -0.75
C 3.09 1.54 -0.69
H 0.46 2.68 -2.89
H 2.14 3.22 -2.85
H 0.91 4.34 -2.67
H 1.45 3.86 -0.25
H -0.01 3.01 -0.66
H -0.04 0.38 -0.01
H 1.07 -1.47 0.41
H 3.14 -2.77 -0.44
H 4.78 0.30 -1.06
H 3.69 2.39 -0.98
```

=====

Entry B
Computed, not measured: 2 unconnected molecules or ions with the total composition C17H19NO, with the ωB97M-V functional and the def2-TZVPD basis.

The SMILES is Cc1c[nH]c2ccccc12.CCc1ccc(O)cc1. Its gap between HOMO and LUMO is 8.393 eV. The HOMO energy comes out at -7.599 eV. Its spin multiplicity is 1.

Geometry as XYZ:
```
38
C17H19NO (the ωB97M-V functional and the def2-TZVPD basis)
C 3.37 0.63 0.58
C 2.41 1.59 1.24
C 2.90 2.43 2.26
N 1.94 3.30 2.77
C 0.74 2.92 2.01
C -0.61 3.40 2.23
C -1.51 2.93 1.33
C -1.28 1.82 0.50
C -0.07 1.20 0.45
C 1.01 1.74 1.17
H 3.03 -0.40 0.89
H 4.44 0.80 0.81
H 3.25 0.59 -0.51
H 3.87 2.53 2.76
H 1.94 3.80 3.70
H -0.89 4.16 2.86
H -2.66 3.37 1.35
H -2.22 1.50 0.04
H 0.18 0.37 -0.27
C 2.23 -2.79 -1.93
C 1.26 -1.71 -2.20
C -0.10 -2.03 -1.69
C -0.57 -2.44 -0.43
C -1.93 -2.61 -0.18
C -2.89 -2.44 -1.24
O -4.14 -2.92 -1.16
C -2.39 -1.91 -2.43
C -1.13 -1.68 -2.64
H 2.51 -2.77 -0.84
H 3.31 -2.79 -2.14
H 1.85 -3.71 -2.11
H 1.55 -0.90 -1.59
H 1.22 -1.34 -3.29
H 0.17 -2.72 0.30
H -2.32 -2.92 0.70
H -4.45 -2.67 -0.29
H -3.09 -1.87 -3.24
H -0.77 -1.06 -3.41
```

=====

Entry C
Computed, not measured: 2 unconnected molecules or ions with the total composition C17H19NO, with the ωB97M-V functional and the def2-TZVPD basis.

The SMILES is Cc1c[nH]c2ccccc12.CCc1ccc(O)cc1. Its gap between HOMO and LUMO is 8.766 eV. The HOMO energy comes out at -7.930 eV. Its spin multiplicity is 1.

Geometry as XYZ:
```
38
C17H19NO (the ωB97M-V functional and the def2-TZVPD basis)
C -0.23 3.67 -0.35
C -0.70 2.42 0.33
C -0.52 2.19 1.65
N -1.18 1.04 2.03
C -1.79 0.50 0.93
C -2.83 -0.45 0.85
C -3.39 -0.62 -0.38
C -3.13 0.23 -1.49
C -2.23 1.26 -1.35
C -1.51 1.35 -0.15
H 0.81 3.89 -0.09
H -0.89 4.49 -0.06
H -0.23 3.64 -1.44
H -0.05 2.79 2.42
H -1.46 0.70 2.93
H -3.10 -0.95 1.77
H -4.22 -1.31 -0.51
H -3.75 0.04 -2.32
H -2.19 2.16 -1.96
C 2.19 0.70 -1.79
C 3.04 -0.03 -0.72
C 2.22 -1.18 -0.17
C 1.31 -0.87 0.83
C 0.57 -1.85 1.49
C 0.82 -3.16 1.09
O 0.12 -4.17 1.74
C 1.52 -3.47 -0.06
C 2.29 -2.46 -0.67
H 2.13 0.01 -2.63
H 2.59 1.66 -2.12
H 1.21 0.93 -1.36
H 3.91 -0.42 -1.23
H 3.25 0.69 0.07
H 1.19 0.18 1.08
H -0.10 -1.56 2.28
H -0.26 -4.80 1.13
H 1.63 -4.50 -0.37
H 2.97 -2.74 -1.43
```

=====

Stability order, top to bottom: entry C, entry A, entry B

=====

Entry A
Computed, not measured: C8H10N4S in the gas phase, with the ωB97M-V functional and the def2-TZVPD basis.

The SMILES is Cc1cccnc1/C=N\NC(N)=S. Its gap between HOMO and LUMO is 8.183 eV. The HOMO energy comes out at -8.046 eV. Its spin multiplicity is 1.

Geometry as XYZ:
```
23
C8H10N4S (the ωB97M-V functional and the def2-TZVPD basis)
C -1.42 -1.35 -0.94
C -0.07 -1.13 -1.53
C 0.23 -1.32 -2.92
C 1.55 -1.18 -3.36
C 2.55 -0.97 -2.40
N 2.31 -0.96 -1.13
C 1.04 -0.94 -0.69
C 0.91 -1.03 0.79
N 0.20 -0.31 1.56
N -0.49 0.69 0.92
C -1.16 1.63 1.60
N -1.63 2.63 0.75
S -1.29 1.66 3.29
H -1.92 -2.06 -1.59
H -1.38 -1.75 0.10
H -1.98 -0.38 -0.88
H -0.62 -1.48 -3.59
H 1.70 -1.12 -4.44
H 3.57 -0.84 -2.79
H 1.38 -1.88 1.29
H -0.36 0.76 -0.09
H -2.09 3.37 1.26
H -2.13 2.23 -0.05
```

=====

Entry B
Computed, not measured: a molecular structure, C8H10N4S, with the ωB97M-V functional and the def2-TZVPD basis.

Its gap between HOMO and LUMO is 7.619 eV. The HOMO energy comes out at -8.000 eV. Its spin multiplicity is 1.

Geometry as XYZ:
```
23
C8H10N4S (the ωB97M-V functional and the def2-TZVPD basis)
C -2.18 -2.12 -0.99
C -0.77 -1.85 -0.21
C -0.52 -2.78 0.81
C 0.39 -2.66 1.77
C 0.92 -1.32 1.86
C -0.13 -0.71 -0.17
C -0.37 0.55 -1.20
C 1.33 3.40 0.12
H -3.49 -2.82 -0.41
H -2.51 -0.80 -1.33
H -1.51 -2.98 -2.09
H -1.00 -3.66 0.72
H 0.46 -3.40 2.52
H 1.48 -0.92 2.74
H -0.68 -0.06 -2.15
H 0.69 1.63 1.01
H 2.12 4.92 -1.49
H 1.04 3.80 -1.97
N 0.58 -0.41 0.93
N 0.06 1.76 -1.05
N 0.49 2.25 0.28
N 1.27 4.21 -1.01
S 2.34 3.96 1.32
```

=====

Stability order, top to bottom: entry A, entry B

=====

Entry A
Computed, not measured: a gas-phase ion, C8H13N2S (charge +1), with the ωB97M-V functional and the def2-TZVPD basis.

The SMILES is CC#[N+][C@@H]1C[C@]1(C)/N=C\SC. Its gap between HOMO and LUMO is 8.402 eV. The HOMO energy comes out at -11.830 eV. Its spin multiplicity is 1. Its total charge is +1.

Geometry as XYZ:
```
24
C8H13N2S (the ωB97M-V functional and the def2-TZVPD basis)
C 4.10 1.72 0.09
C 3.19 0.68 0.06
N 2.54 -0.27 0.20
C 1.62 -1.23 0.25
C 1.01 -1.60 -1.11
C 0.10 -1.12 -0.06
C -0.61 -2.17 0.75
N -0.32 0.23 -0.29
C -1.46 0.75 -0.20
S -2.94 -0.06 0.11
C -4.05 1.33 -0.17
H 3.50 2.73 0.02
H 4.98 1.69 -0.71
H 4.46 1.84 1.03
H 1.70 -2.12 0.80
H 0.95 -2.68 -1.48
H 1.34 -0.84 -1.93
H -0.45 -3.10 0.32
H -1.66 -2.11 0.67
H -0.20 -2.28 1.85
H -1.64 1.88 -0.39
H -4.91 1.19 0.55
H -4.40 1.26 -1.18
H -3.76 2.24 0.32
```

=====

Entry B
Computed, not measured: 2 unconnected molecules or ions with the total composition C8H13N2S, with the ωB97M-V functional and the def2-TZVPD basis.

Its gap between HOMO and LUMO is 9.458 eV. The HOMO energy comes out at -13.182 eV. Its spin multiplicity is 1. Its total charge is +1.

Geometry as XYZ:
```
24
C8H13N2S (the ωB97M-V functional and the def2-TZVPD basis)
C -2.84 1.29 -0.25
C -3.36 0.07 -0.48
C -1.51 1.40 0.41
C -0.79 0.15 0.28
C -2.69 -1.22 -0.26
C -1.40 -1.21 0.47
C 3.72 -1.01 -0.51
C 3.31 1.04 0.59
N 0.37 0.55 -0.22
N 2.87 0.02 0.02
S -0.04 2.18 -0.37
H -3.37 2.29 -0.36
H -4.47 0.08 -0.77
H -3.50 -1.86 0.20
H -2.39 -1.54 -1.32
H -0.90 -2.08 0.20
H -1.67 -1.38 1.59
H 3.83 -1.79 0.34
H 3.38 -1.47 -1.39
H 4.65 -0.55 -0.73
H 2.67 1.91 0.69
H 4.34 1.26 0.75
H 1.31 0.04 -0.22
H -1.53 1.82 1.34
```

=====

Stability order, top to bottom: entry B, entry A